# 1
C10H30O10 | wB97M-V/def2-TZVPD

SMILES: OCCO.OCCO.OCCO.OCCO.OCCO
Total charge: 0
HOMO-LUMO gap in eV: 9.68
Calculated total energy in eV: -31327.667
E_HOMO in Eh: -0.34877
M in g mol⁻¹: 310.34

Last column: Löwdin charge in e.
CARTESIAN COORDINATES (ANGSTROEM)
O 2.576 0.813 2.932  -0.072
C 1.293 1.373 3.271  -0.221
C 1.500 2.890 3.407  -0.211
O 1.801 3.508 2.117  -0.077
H 2.668 0.822 1.977  0.051
H 0.547 1.101 2.525  0.105
H 0.874 0.996 4.204  0.116
H 2.314 3.045 4.116  0.112
H 0.643 3.349 3.901  0.114
H 2.618 3.140 1.772  0.065
O -0.950 -0.426 -1.554  -0.065
C -0.320 0.666 -0.897  -0.192
C 1.244 0.605 -0.999  -0.204
O 1.665 -0.267 -0.009  -0.099
H -0.692 -1.253 -1.139  0.051
H -0.778 1.498 -1.432  0.099
H -0.626 0.749 0.146  0.118
H 1.720 1.552 -0.743  0.114
H 1.652 0.272 -1.953  0.128
H 2.572 -0.495 -0.225  0.101
O -4.309 -3.143 0.078  -0.037
C -3.311 -2.288 0.494  -0.268
C -2.802 -2.692 1.905  -0.228
O -3.929 -2.995 2.742  -0.074
H -3.950 -3.508 -0.735  0.089
H -2.447 -2.222 -0.167  0.096
H -3.801 -1.316 0.554  0.120
H -2.202 -1.899 2.350  0.110
H -2.276 -3.643 1.822  0.106
H -3.595 -2.795 3.620  0.073
O 0.194 -2.219 0.919  -0.083
C 1.068 -3.355 1.136  -0.224
C 2.077 -3.749 0.109  -0.216
O 3.221 -2.871 0.259  -0.083
H 0.716 -1.438 0.720  0.014
H 1.680 -3.228 2.029  0.122
H 0.366 -4.178 1.269  0.117
H 1.623 -3.644 -0.876  0.121
H 2.377 -4.789 0.234  0.121
H 4.020 -3.262 0.620  0.086
O -0.906 2.594 -5.400  -0.067
C -0.392 2.732 -4.040  -0.218
C -0.355 4.191 -3.603  -0.246
O -1.687 4.627 -3.404  -0.046
H -1.715 3.110 -5.433  0.059
H -0.966 2.063 -3.398  0.098
H 0.623 2.337 -4.005  0.115
H 0.269 4.777 -4.278  0.120
H 0.245 4.266 -2.696  0.116
H -2.156 4.599 -4.241  0.075


# 2
H22O11 | wB97M-V/def2-TZVPD

⟨S²⟩: 0.76
Total charge: +1
HOMO-LUMO gap (spin up / spin down) in eV: 10.90 / 2.68
Spin multiplicity: 2
Calculated total energy in eV: -22868.985
E_HOMO (spin up / spin down) in Eh: -0.52261 / -0.50389
M in g mol⁻¹: 198.17

Last column: Löwdin spin population.
CARTESIAN COORDINATES (ANGSTROEM)
O 16.384 5.338 27.679  0.001
H 16.960 5.443 26.922  0.000
H 15.655 5.934 27.511  0.000
O 14.068 3.809 26.256  0.070
H 14.845 3.361 26.590  -0.002
H 13.792 3.284 25.505  0.000
O 17.825 2.599 25.531  0.000
H 18.499 1.921 25.493  0.000
H 17.362 2.432 26.352  0.000
O 14.978 1.621 24.676  0.000
H 14.719 1.459 23.769  0.000
H 15.869 1.279 24.736  0.000
O 16.993 1.730 28.132  0.002
H 17.688 1.363 28.678  0.000
H 16.725 2.527 28.589  0.000
O 13.427 4.320 22.865  0.000
H 14.168 4.334 22.260  0.000
H 12.885 3.591 22.564  0.000
O 11.027 5.297 27.102  0.408
H 11.416 4.432 26.976  0.003
H 11.018 5.686 26.228  0.006
O 11.641 5.916 24.300  0.039
H 12.497 5.540 24.094  0.000
H 11.014 5.235 24.059  0.001
O 14.395 6.593 26.078  0.030
H 14.164 6.805 26.983  0.001
H 14.173 5.666 25.986  0.000
O 13.606 -0.212 25.874  -0.002
H 14.364 -0.683 25.526  0.000
H 13.662 0.658 25.479  0.000
O 14.130 0.861 28.467  0.434
H 14.059 0.525 27.573  0.006
H 14.935 1.379 28.466  0.004


# 3
C3H7NO2 | wB97M-V/def2-TZVPD

SMILES: CNC(=O)OC
Total charge: 0
HOMO-LUMO gap in eV: 10.43
Calculated total energy in eV: -8809.177
E_HOMO in Eh: -0.35074
M in g mol⁻¹: 89.09

Last column: Löwdin charge in e.
CARTESIAN COORDINATES (ANGSTROEM)
C -2.378 -0.013 0.150  -0.112
N -1.171 -0.661 -0.092  -0.013
C -0.025 0.117 -0.063  -0.598
O -0.032 1.298 -0.111  0.115
O 1.129 -0.629 -0.124  -0.093
C 2.433 -0.064 0.172  -0.058
H -2.569 0.486 -0.789  0.092
H -2.366 0.711 0.999  0.112
H -3.062 -0.764 0.364  0.065
H -0.978 -1.702 -0.151  0.177
H 3.085 -0.953 0.320  0.089
H 2.381 0.675 1.021  0.096
H 2.749 0.589 -0.785  0.128


# 4
C22H24CoN10O2PS | wB97M-V/def2-TZVPD

Total charge: +2
HOMO-LUMO gap (spin up / spin down) in eV: 5.22 / 5.22
Calculated total energy in eV: -99938.021
E_HOMO (spin up / spin down) in Eh: -0.45527 / -0.45528
M in g mol⁻¹: 582.48

Last column: Löwdin charge in e.
CARTESIAN COORDINATES (ANGSTROEM)
Co -0.569 0.595 0.660  0.675
C -2.325 -4.325 1.582  0.014
N -2.190 -3.006 0.961  -0.093
C -2.882 -2.570 -0.136  0.015
C -2.464 -1.298 -0.395  -0.040
N -1.515 -0.985 0.536  -0.001
C -1.366 -2.025 1.360  -0.392
P -0.240 -2.007 2.811  1.221
C -0.780 -0.365 3.391  -0.426
N -0.935 0.686 2.593  -0.005
C -1.340 1.733 3.373  -0.062
C -1.433 1.300 4.662  -0.006
N -1.081 -0.021 4.658  -0.099
C -1.040 -0.895 5.833  0.010
C 1.176 -1.353 1.873  -0.420
N 1.035 -0.344 1.025  -0.017
C 2.254 -0.090 0.460  -0.064
C 3.146 -0.972 0.990  0.006
N 2.454 -1.764 1.868  -0.088
C 3.022 -2.849 2.670  0.014
H -3.060 -4.892 1.019  0.104
H -2.668 -4.224 2.609  0.098
H -1.375 -4.851 1.551  0.101
H -3.592 -3.199 -0.644  0.145
H -2.735 -0.642 -1.203  0.119
H -1.522 2.719 2.980  0.115
H -1.715 1.809 5.567  0.141
H -1.374 -0.324 6.694  0.104
H -0.024 -1.239 6.010  0.100
H -1.705 -1.743 5.692  0.098
H 2.402 0.671 -0.287  0.120
H 4.199 -1.110 0.812  0.143
H 4.044 -3.015 2.345  0.104
H 2.453 -3.762 2.517  0.097
H 3.025 -2.578 3.724  0.102
N 3.899 2.409 -6.045  0.142
C 3.023 1.812 -5.202  -0.296
C 3.477 0.930 -4.203  -0.013
C 2.586 0.336 -3.342  -0.066
C 1.224 0.616 -3.446  -0.317
C 0.753 1.478 -4.439  -0.057
C 1.643 2.073 -5.299  -0.007
S 0.112 -0.188 -2.394  0.646
O 0.791 -1.245 -1.693  -0.300
O -1.128 -0.446 -3.068  -0.270
N -0.245 0.893 -1.149  -0.130
C -1.169 1.905 -1.268  -0.431
N -1.735 2.078 -0.030  0.065
C -2.699 2.983 0.095  -0.070
C -3.077 3.755 -0.986  -0.012
C -2.424 3.515 -2.190  -0.046
N -1.475 2.587 -2.343  0.181
H 4.859 2.114 -6.071  0.111
H 3.565 2.923 -6.841  0.112
H 4.532 0.700 -4.132  0.118
H 2.935 -0.372 -2.601  0.107
H -0.306 1.667 -4.530  0.105
H 1.281 2.737 -6.074  0.121
H -3.171 3.083 1.066  0.125
H -3.847 4.505 -0.905  0.119
H -2.680 4.087 -3.074  0.132


# 5
C4H8O2 | wB97M-V/def2-TZVPD

SMILES: C[C@H]1OC[C@H]1O
Total charge: 0
HOMO-LUMO gap in eV: 10.85
Calculated total energy in eV: -8371.434
E_HOMO in Eh: -0.36417
M in g mol⁻¹: 88.11

Last column: Löwdin charge in e.
CARTESIAN COORDINATES (ANGSTROEM)
C 1.613 0.601 -0.029  -0.033
C 0.600 -0.517 0.067  -0.327
O -0.045 -0.588 1.355  -0.086
C -1.349 -0.558 0.760  -0.122
C -0.763 -0.323 -0.641  -0.299
O -1.015 0.919 -1.240  -0.015
H 1.166 1.565 0.235  0.079
H 2.442 0.419 0.661  0.085
H 2.010 0.669 -1.047  0.091
H 1.071 -1.480 -0.178  0.145
H -1.969 0.264 1.145  0.124
H -1.885 -1.508 0.889  0.119
H -1.008 -1.074 -1.395  0.147
H -0.870 1.610 -0.580  0.092


# 6
C42H65N4O9S3 | wB97M-V/def2-TZVPD

⟨S²⟩: 2.01
Total charge: -1
HOMO-LUMO gap (spin up / spin down) in eV: 7.24 / 7.22
Spin multiplicity: 3
Calculated total energy in eV: -101501.844
E_HOMO (spin up / spin down) in Eh: -0.20162 / -0.20162
M in g mol⁻¹: 866.20

Last column: Löwdin spin population.
CARTESIAN COORDINATES (ANGSTROEM)
C 1.402 -2.921 -2.230  0.000
C 0.850 -4.284 -2.555  0.000
O 1.517 -5.167 -3.019  0.000
O -0.436 -4.523 -2.223  0.000
C -1.386 -3.453 -2.314  0.000
C -1.600 -2.951 -3.731  0.000
C -2.532 -1.742 -3.729  0.000
C -1.819 -0.396 -3.656  0.000
C -2.787 0.783 -3.881  0.000
C -2.721 1.936 -2.902  0.000
C -2.582 3.284 -3.333  0.000
C -2.464 3.672 -4.794  0.000
C -1.025 4.022 -5.201  0.000
C 0.000 3.085 -4.570  0.000
S 1.565 3.118 -5.483  0.000
C 2.713 2.606 -4.228  0.000
S 2.782 3.334 -2.780  0.000
N 3.510 1.531 -4.671  0.000
C 2.908 0.223 -4.365  0.000
C 3.309 -0.265 -2.990  0.000
O 4.713 -0.466 -3.011  0.000
C 5.341 0.805 -3.070  0.000
C 4.939 1.601 -4.314  0.000
C -2.534 4.350 -2.410  0.000
C -2.411 5.798 -2.905  0.000
O -1.318 6.329 -2.682  0.000
O -3.444 6.224 -3.468  0.000
C -2.618 4.112 -1.021  0.000
S -2.541 5.488 0.066  0.000
C -2.787 2.795 -0.609  0.000
C -2.836 1.736 -1.528  0.000
C -3.071 0.501 -0.744  0.000
O -2.922 -0.667 -1.007  0.000
N -3.495 0.923 0.556  0.000
C -2.971 2.235 0.739  0.000
O -2.715 2.684 1.830  0.000
H 1.120 -2.611 -1.225  0.000
H 1.010 -2.167 -2.917  0.000
H 2.480 -2.959 -2.348  0.000
H -1.152 -2.645 -1.616  0.000
H -2.323 -3.888 -1.971  0.000
H -0.661 -2.726 -4.242  0.000
H -2.065 -3.764 -4.294  0.000
H -3.266 -1.813 -2.924  0.000
H -3.099 -1.747 -4.665  0.000
H -1.060 -0.394 -4.445  0.000
H -1.286 -0.291 -2.710  0.000
H -2.558 1.177 -4.863  0.000
H -3.813 0.408 -3.924  0.000
H -3.091 4.551 -4.942  0.000
H -2.855 2.890 -5.436  0.000
H -0.937 4.023 -6.290  0.000
H -0.808 5.036 -4.859  0.000
H -0.365 2.054 -4.570  0.000
H 0.200 3.384 -3.543  0.000
H 3.321 -0.496 -5.079  0.000
H 1.828 0.260 -4.511  0.000
H 2.811 -1.207 -2.758  0.000
H 3.049 0.462 -2.214  0.000
H 6.417 0.628 -3.077  0.000
H 5.116 1.378 -2.164  0.000
H 5.175 2.646 -4.111  0.000
H 5.544 1.302 -5.173  0.000
H -2.761 4.784 1.180  0.000
H -3.090 0.301 1.253  0.000
C 6.643 -3.238 0.514  0.003
C 6.848 -1.727 0.757  0.026
C 7.705 -1.491 2.002  0.016
C 6.972 -1.790 3.309  0.001
C 5.650 -1.023 3.381  0.016
C 4.752 -1.258 2.165  0.027
N 5.541 -1.013 0.917  0.377
O 5.647 0.242 0.664  0.524
C 4.164 -2.677 2.200  0.003
C 3.571 -0.295 2.185  -0.001
C 7.538 -1.166 -0.478  -0.001
H 7.398 -3.604 -0.181  0.000
H 6.731 -3.836 1.420  0.000
H 5.673 -3.437 0.060  0.001
H 8.031 -0.446 2.013  0.002
H 8.608 -2.103 1.920  0.002
H 6.795 -2.864 3.417  0.000
H 7.604 -1.502 4.151  0.001
H 5.096 -1.303 4.281  0.002
H 5.866 0.046 3.461  0.002
H 3.615 -2.886 1.281  0.001
H 3.465 -2.749 3.033  0.000
H 4.905 -3.459 2.340  0.000
H 3.890 0.741 2.251  -0.001
H 2.949 -0.519 3.053  0.000
H 2.962 -0.408 1.287  0.000
H 6.904 -1.302 -1.356  0.000
H 8.480 -1.691 -0.641  0.000
H 7.762 -0.107 -0.377  -0.001
C -4.480 -2.062 5.787  0.003
C -5.833 -1.328 5.663  0.026
C -6.427 -1.521 4.266  0.016
C -5.689 -0.740 3.179  0.001
C -5.587 0.740 3.546  0.017
C -4.970 0.976 4.924  0.027
N -5.689 0.138 5.938  0.380
O -6.805 0.670 6.293  0.521
C -3.465 0.670 4.885  0.003
C -5.099 2.442 5.315  -0.001
C -6.764 -1.923 6.713  -0.001
H -4.638 -3.055 6.207  0.000
H -3.977 -2.199 4.831  0.000
H -3.805 -1.535 6.460  0.002
H -7.474 -1.201 4.280  0.002
H -6.426 -2.590 4.036  0.002
H -4.694 -1.161 3.011  0.000
H -6.221 -0.840 2.232  0.001
H -4.989 1.272 2.805  0.001
H -6.589 1.180 3.518  0.002
H -3.035 0.730 5.887  0.001
H -2.972 1.413 4.258  0.000
H -3.223 -0.305 4.470  0.000
H -6.130 2.785 5.278  -0.001
H -4.512 3.039 4.617  0.000
H -4.716 2.611 6.322  0.000
H -6.367 -1.764 7.717  0.000
H -6.844 -2.996 6.538  0.000
H -7.761 -1.493 6.666  -0.001